No. 1
ORCA calculation (ωB97M-V/def2-TZVPD) on a structure of composition C6H7CuLiO6.

Each line ends with the Mulliken charge.
Geometry (Å):
Cu: -3.42 0.11 -1.32  0.754
O: -2.11 1.03 0.41  -0.648
O: -0.64 -0.57 1.46  -0.384
C: -1.00 -1.94 1.26  -0.347
C: -0.88 -2.08 -0.25  -0.342
O: -1.21 -0.76 -0.72  -0.482
C: -1.07 0.13 0.37  1.399
H: -0.30 -2.56 1.81  0.328
H: -2.03 -2.11 1.61  0.252
H: -1.59 -2.79 -0.69  0.288
H: 0.14 -2.32 -0.57  0.275
Li: 3.60 0.38 3.82  0.882
O: 3.16 0.19 1.88  -0.840
O: 1.67 1.58 0.99  -0.334
C: 0.38 1.96 1.20  -0.477
C: -0.52 1.48 0.12  -0.630
O: 2.26 1.74 3.18  -0.853
C: 2.41 1.16 2.09  1.080
H: 0.02 1.79 2.23  0.472
H: -0.24 1.68 -0.91  0.466
H: -0.27 2.95 0.70  0.142

## Properties
**Highest occupied orbital energy**: -12.1 eV
**HOMO-LUMO gap**: 6.6 eV
**E_tot**: -2331.927452 hartree
**Multiplicity**: 1
**Total charge**: +1

No. 2
ORCA calculation (ωB97M-V/def2-TZVPD) on an isolated molecule of C6H7F3N2.

Each line ends with the Löwdin spin population.
Geometry (Å):
C: 0.48 -2.36 -0.98  0.615
C: 1.28 -1.47 -0.42  0.658
C: 1.62 -0.01 -0.60  0.111
C: -0.14 -1.60 0.06  0.278
C: -1.84 -0.03 0.54  0.015
C: 2.92 0.58 -0.01  0.018
N: 0.39 0.62 -0.20  0.037
N: -0.72 -0.32 -0.23  0.080
F: -0.38 -2.16 1.32  0.085
F: 4.03 -0.12 -0.42  0.007
F: 2.78 0.51 1.31  0.008
H: 0.33 -3.28 -1.71  0.057
H: 1.62 0.08 -1.70  0.013
H: -2.79 -0.34 0.03  0.001
H: -1.74 -0.48 1.59  0.006
H: -1.86 1.01 0.90  0.003
H: 3.23 1.69 -0.23  0.002
H: 0.62 0.95 0.68  0.006

## Properties
**Highest occupied orbital energy (spin up / spin down)**: -6.1 / -8.9 eV
**HOMO-LUMO gap (spin up / spin down)**: 7.1 / 6.2 eV
**E_tot**: -641.608625 hartree
**Multiplicity**: 3
**Total charge**: 0

No. 3
ORCA calculation (ωB97M-V/def2-TZVPD) on a cluster of 2 separate species, C6H7F3N5 in total.

Each line ends with the Löwdin spin population.
Geometry (Å):
C: -2.73 1.12 0.87  0.002
C: 0.87 -0.96 0.17  0.123
C: 1.65 0.25 0.57  0.649
C: 0.19 -0.54 -1.17  0.054
C: 1.08 1.25 -0.10  0.516
C: 1.39 2.76 -0.05  0.066
N: -4.57 1.51 0.00  0.003
N: -4.01 0.93 1.08  0.000
N: -2.51 1.86 -0.27  0.007
N: -3.71 2.05 -0.77  0.000
N: 0.09 0.90 -1.01  0.395
F: 0.43 3.48 -0.51  0.011
F: 1.56 3.20 1.17  0.016
F: 2.46 3.15 -0.79  0.037
H: 1.37 -1.90 0.12  0.005
H: 0.03 -1.18 0.81  0.038
H: -1.90 0.79 1.46  0.000
H: 2.61 0.38 1.16  0.041
H: 0.87 -0.83 -1.99  0.017
H: -0.70 -0.96 -1.39  0.000
H: -0.82 1.30 -1.01  0.019

## Properties
**Highest occupied orbital energy (spin up / spin down)**: -1.9 / -5.4 eV
**HOMO-LUMO gap (spin up / spin down)**: 5.2 / 6.9 eV
**E_tot**: -806.092954 hartree
**Multiplicity**: 3
**Total charge**: -1

No. 4
ORCA calculation (ωB97M-V/def2-TZVPD) on a cluster of 2 separate species, C6H7F4NOS in total.

Each line ends with the Mulliken charge.
Geometry (Å):
C: 0.31 -1.23 0.71  0.124
C: 0.37 -0.82 2.01  -0.971
C: 0.19 0.18 -1.18  0.185
C: 2.98 -0.71 -0.90  0.100
C: -1.28 0.53 -1.13  -1.155
C: 3.54 0.08 0.26  0.921
N: 0.86 -0.56 -0.33  -0.052
O: 3.07 -0.23 -2.02  -0.565
F: 4.84 0.24 0.13  -0.279
F: 3.06 1.29 0.47  -0.282
F: 3.40 -0.44 1.45  -0.270
F: -1.05 -3.03 -0.92  -0.283
S: -0.07 -2.98 0.46  0.153
H: 0.45 0.17 2.15  0.367
H: -0.08 -1.54 2.70  0.337
H: 0.64 0.61 -2.11  0.381
H: 2.76 -1.72 -0.67  0.340
H: -1.53 1.59 -1.21  0.370
H: -1.78 0.01 -0.29  0.289
H: -1.63 0.03 -2.10  0.290

## Properties
**Highest occupied orbital energy**: -9.3 eV
**HOMO-LUMO gap**: 8.9 eV
**SMILES**: C=C(/N=C\C)SF.O=CC(F)(F)F
**E_tot**: -1160.361107 hartree
**Multiplicity**: 1
**Total charge**: 0

No. 5
ORCA calculation (ωB97M-V/def2-TZVPD) on the ion C6H7F9NS with charge -1.

Each line ends with the Mulliken charge.
Geometry (Å):
C: -2.85 -2.18 0.99  -0.735
C: -2.63 -1.49 -0.24  -0.083
N: -1.57 -1.73 -1.18  -0.795
C: -0.28 -1.95 -0.50  -0.384
C: 0.96 -1.22 -1.18  -1.055
C: 0.93 0.40 -1.08  0.895
F: 2.12 0.80 -1.78  -0.315
F: -0.20 0.78 -1.85  -0.243
C: 0.84 0.93 0.41  0.571
F: 1.58 0.05 1.24  -0.249
F: -0.49 0.79 0.86  -0.247
S: 1.32 2.72 0.71  1.165
F: 0.95 3.21 -0.83  -0.282
F: 2.92 2.48 0.39  -0.281
F: 1.64 2.35 2.32  -0.328
F: -0.25 3.08 1.19  -0.299
F: 1.70 4.31 1.05  -0.302
H: -3.25 -1.58 1.88  0.170
H: -2.60 -3.26 1.19  0.242
H: -3.39 -0.68 -0.52  0.320
H: -0.07 -3.08 -0.55  0.271
H: -0.28 -1.68 0.61  0.245
H: 0.92 -1.44 -2.31  0.426
H: 1.97 -1.59 -0.83  0.297

## Properties
**Highest occupied orbital energy**: -2.2 eV
**HOMO-LUMO gap**: 3.8 eV
**E_tot**: -1584.394383 hartree
**Multiplicity**: 1
**Total charge**: -1

No. 6
ORCA calculation (ωB97M-V/def2-TZVPD) on a cluster of 2 separate species, C6H7FN2O in total.

Each line ends with the Mulliken charge.
Geometry (Å):
C: 0.00 2.07 1.19  -0.351
C: 0.91 2.30 0.22  -0.284
C: -0.90 1.46 -0.79  -0.772
C: 0.94 2.01 -2.24  0.056
C: -0.13 -2.12 -1.67  -0.692
C: -1.11 -1.53 -1.02  -0.064
N: -1.06 1.52 0.57  0.128
N: 0.35 1.92 -0.97  0.357
O: 2.05 2.41 -2.45  -0.506
F: -1.33 -1.77 0.29  -0.268
H: -0.18 2.26 2.29  0.341
H: 1.92 2.81 0.10  0.354
H: 0.28 1.62 -2.92  0.478
H: -1.90 1.40 1.07  0.194
H: 0.41 -2.86 -1.13  0.279
H: 0.30 -1.68 -2.56  0.247
H: -1.83 -0.91 -1.41  0.503

## Properties
**Highest occupied orbital energy**: -9.0 eV
**HOMO-LUMO gap**: 9.7 eV
**E_tot**: -517.343957 hartree
**Multiplicity**: 1
**Total charge**: 0

No. 7
ORCA calculation (ωB97M-V/def2-TZVPD) on the ion C6H7FN3 with charge +1.

Each line ends with the Mulliken charge.
Geometry (Å):
C: 1.61 1.02 -0.66  -1.130
C: 2.27 -0.11 -1.06  -0.488
C: 0.37 0.61 -0.13  0.969
C: 0.34 -0.76 -0.23  -0.200
C: -1.89 -0.75 0.77  0.282
C: -0.73 1.42 0.51  -0.365
N: 1.49 -1.20 -0.79  0.020
N: -0.70 -1.56 0.20  -0.158
N: -1.80 0.53 0.96  -0.032
F: -2.91 -1.44 1.17  -0.177
H: 1.96 2.03 -0.76  0.455
H: 3.23 -0.21 -1.51  0.438
H: -0.35 1.97 1.38  0.305
H: -1.15 2.14 -0.20  0.304
H: 1.74 -2.15 -0.97  0.195
H: -0.89 -2.50 -0.11  0.301
H: -2.58 0.97 1.43  0.280

## Properties
**Highest occupied orbital energy**: -11.8 eV
**HOMO-LUMO gap**: 7.8 eV
**SMILES**: FC1=[NH+]Cc2cc[nH]c2N1
**E_tot**: -496.701816 hartree
**Multiplicity**: 1
**Total charge**: +1

No. 8
ORCA calculation (ωB97M-V/def2-TZVPD) on a cluster of 2 separate species, C6H7FO in total.

Each line ends with the Mulliken charge.
Geometry (Å):
C: 4.02 -0.11 0.59  -0.625
C: -0.83 -1.04 -0.48  -0.426
C: -1.22 0.25 -0.34  -0.191
C: 2.79 -0.25 0.07  0.167
C: -0.55 -2.23 -0.17  0.863
C: -1.01 1.11 0.85  -1.139
O: -0.19 -3.35 0.00  -0.497
F: 1.82 0.73 0.20  -0.212
H: 4.27 0.70 1.41  0.206
H: 4.81 -0.88 0.50  0.253
H: 2.40 -1.26 -0.44  0.192
H: -1.44 0.81 -1.13  0.385
H: -0.62 0.67 1.73  0.357
H: -1.86 1.68 1.03  0.406
H: -0.29 1.98 0.76  0.260

## Properties
**Highest occupied orbital energy**: -8.9 eV
**HOMO-LUMO gap**: 8.3 eV
**SMILES**: CC=C=C=O.C=CF
**E_tot**: -407.774349 hartree
**Multiplicity**: 1
**Total charge**: 0

No. 9
ORCA calculation (ωB97M-V/def2-TZVPD) on an isolated molecule of C6H7FS.

Each line ends with the Mulliken charge.
Geometry (Å):
C: 0.98 -1.09 -0.17  0.243
C: 1.58 -0.05 -0.66  -0.512
C: 0.73 1.02 -0.05  -0.708
C: -0.60 0.46 0.44  0.144
C: -1.78 0.29 -0.38  -0.804
C: -0.20 -1.05 0.56  -0.058
H: 2.65 0.10 -0.73  0.350
H: 1.24 1.70 0.70  0.324
H: 0.62 1.83 -0.84  0.267
H: -0.78 0.66 1.62  0.269
H: -1.66 0.38 -1.53  0.285
H: -2.64 1.03 -0.28  0.368
H: 0.10 -1.39 1.66  0.327
F: 1.59 -2.29 -0.09  -0.314
S: -1.84 -1.58 -0.25  -0.180

## Properties
**Highest occupied orbital energy**: -8.9 eV
**HOMO-LUMO gap**: 9.6 eV
**SMILES**: FC1=CC[C@H]2CS[C@@H]12
**E_tot**: -730.756034 hartree
**Multiplicity**: 1
**Total charge**: 0

No. 10
ORCA calculation (ωB97M-V/def2-TZVPD) on a cluster of 2 separate species, C6H7IN2 in total.

Each line ends with the Mulliken charge.
Geometry (Å):
C: 0.64 -1.34 1.50  -0.256
C: 1.72 -1.80 0.61  -0.410
C: -0.29 -1.12 0.57  -0.039
C: -2.82 0.13 2.50  -0.573
C: -2.60 -0.05 1.21  -0.080
C: -0.65 -1.55 -1.91  -0.340
N: 1.36 -1.77 -0.61  -1.021
N: 0.13 -1.36 -0.71  0.836
I: -3.94 0.04 -0.43  0.105
H: 0.67 -1.21 2.64  0.277
H: 2.69 -2.11 0.83  0.472
H: -3.66 0.55 2.87  0.360
H: -2.04 0.00 3.16  0.235
H: -0.57 -2.63 -2.20  0.247
H: -1.64 -1.14 -1.58  -0.097
H: -0.34 -0.96 -2.69  0.285

## Properties
**Highest occupied orbital energy (spin up / spin down)**: -9.1 / -9.4 eV
**HOMO-LUMO gap (spin up / spin down)**: 8.4 / 8.4 eV
**E_tot**: -639.795679 hartree
**Multiplicity**: 1
**Total charge**: 0

No. 11
ORCA calculation (ωB97M-V/def2-TZVPD) on a structure of composition C6H7Li2O6.

Each line ends with the Mulliken charge.
Geometry (Å):
Li: -3.02 1.24 -1.47  0.911
O: -1.85 1.48 0.09  -0.865
O: -1.20 -0.72 0.81  -0.383
C: -2.01 -1.80 0.32  -0.360
C: -1.84 -1.68 -1.19  -0.352
O: -1.65 -0.27 -1.37  -0.607
C: -1.24 0.28 -0.13  1.475
H: -1.62 -2.73 0.73  0.310
H: -3.05 -1.65 0.63  0.257
H: -2.73 -1.98 -1.75  0.306
H: -0.94 -2.21 -1.54  0.262
Li: 5.40 0.41 1.30  0.894
O: 4.39 1.16 -0.26  -0.791
O: 2.17 1.21 -0.12  -0.299
C: 1.05 0.90 0.57  -0.313
C: -0.16 1.30 -0.16  -0.590
O: 3.43 0.65 1.68  -0.812
C: 3.41 1.02 0.49  0.888
H: 1.17 0.01 1.21  0.530
H: 0.03 1.74 -1.15  0.423
H: 0.26 1.65 1.30  0.116

## Properties
**Highest occupied orbital energy**: -12.3 eV
**HOMO-LUMO gap**: 8.5 eV
**E_tot**: -699.071202 hartree
**Multiplicity**: 1
**Total charge**: +1

No. 12
ORCA calculation (ωB97M-V/def2-TZVPD) on a structure of composition C6H7LiNaO6.

Each line ends with the Mulliken charge.
Geometry (Å):
Na: 3.15 1.51 1.88  1.002
O: 1.91 1.03 0.03  -0.854
O: 0.68 -1.00 0.31  -0.347
C: 0.93 -1.81 1.46  -0.364
C: 0.65 -0.86 2.61  -0.367
O: 1.06 0.40 2.06  -0.557
C: 0.95 0.32 0.65  1.667
H: 0.25 -2.67 1.43  0.312
H: 1.97 -2.16 1.46  0.248
H: 1.25 -1.05 3.50  0.298
H: -0.42 -0.82 2.87  0.271
Li: -3.18 -0.49 -4.52  0.892
O: -3.20 -0.53 -2.51  -0.819
O: -1.36 0.08 -1.39  -0.236
C: -0.55 1.14 -1.29  -0.229
C: 0.15 1.40 -0.04  -0.858
O: -1.41 0.10 -3.67  -0.817
C: -2.03 -0.15 -2.63  0.969
H: 0.10 1.25 -2.17  0.332
H: -1.22 1.83 -0.25  0.127
H: 0.31 2.46 0.22  0.329

## Properties
**Highest occupied orbital energy**: -12.4 eV
**HOMO-LUMO gap**: 8.7 eV
**E_tot**: -853.836285 hartree
**Multiplicity**: 1
**Total charge**: +1